18
Properties=species:S:1:pos:R:3 method="wB97M-V/def2-TZVPD" fmax_ev_per_a=3.69 de_lowest_kj_mol=263.9 homo_lumo_gap_ev="6.33 / 6.33" total_charge=0 e_lumo_ev="-0.747 / -0.750"
C 0.33602 -1.31369 -1.15965
C -0.49498 -0.67638 1.16804
C -1.52219 0.41970 -0.87515
C -0.19737 -0.23431 -0.27506
N 2.40853 0.51665 -0.00659
P 3.81407 -0.06477 0.10339
P 1.08658 1.31756 -0.34254
H -0.25783 -2.19162 -0.80032
H 0.15752 -1.08148 -2.24565
H 1.40688 -1.44700 -1.17117
H -0.78678 0.23333 1.85504
H 0.47417 -1.19039 1.45476
H -1.38853 -1.39272 1.14077
H -1.52939 1.53108 -1.01878
H -1.74114 -0.11981 -1.83978
H -2.32746 0.28630 -0.17280
H -0.02354 2.71836 2.37523
H 0.58545 2.68920 1.81027


65
Properties=species:S:1:pos:R:3 method="wB97M-V/def2-TZVPD" fmax_ev_per_a=0.87 homo_lumo_gap_ev="8.32 / 8.58" total_charge=+1 spin_multiplicity=2 s_squared=0.789 e_lumo_ev="-2.730 / -2.536"
Fe 0.44969 0.55513 -0.08395
C 0.50960 2.27257 1.15888
C 1.02365 1.15283 1.89400
C 2.20406 0.72416 1.22793
C 2.36605 1.49315 0.04466
C 1.33483 2.48199 0.02804
C 1.16069 3.59961 -0.95138
C 3.49895 1.35885 -0.92135
C 3.24289 -0.18802 1.79462
C 0.54217 0.66436 3.22649
C -0.59645 3.18002 1.58069
H 1.07546 4.54920 -0.42193
H 0.26776 3.47570 -1.56507
H 2.00859 3.66994 -1.62895
H 4.44393 1.60663 -0.43383
H 3.37732 2.02038 -1.77485
H 3.58036 0.34107 -1.30478
H 3.89962 0.41755 2.42598
H 3.87138 -0.63760 1.02882
H 2.83720 -0.97181 2.42988
H 1.31116 0.81638 3.98666
H 0.30272 -0.39934 3.22162
H -0.34537 1.20458 3.55002
H -1.17467 3.54424 0.73127
H -0.16796 4.05460 2.07594
H -1.28146 2.70166 2.27747
C 0.90693 0.72536 -3.13266
O 0.28408 0.55678 -1.90558
H 1.33519 -0.21841 -3.50197
H 1.72276 1.46340 -3.11825
H 0.17848 1.05980 -3.87938
C -5.88265 0.79216 -0.40330
C -4.40061 0.74284 -0.20047
C -3.81909 -0.08358 0.75598
C -2.44950 -0.08917 0.91793
N -1.61490 0.66670 0.19823
C -2.17464 1.47730 -0.71445
C -3.53433 1.54556 -0.93609
H -6.35412 -0.14602 -0.11678
H -6.13093 1.01009 -1.44060
H -6.31454 1.58291 0.21349
H -4.42741 -0.72589 1.37867
H -2.00355 -0.70800 1.68523
H -1.49107 2.07110 -1.30297
H -3.91208 2.21999 -1.69300
C 1.76437 -2.02968 -0.82342
C 1.76434 -3.57620 -0.96485
N 0.52349 -4.14693 -0.45248
C 0.37550 -3.80627 0.95391
C 0.39570 -2.26791 1.14443
N 0.51234 -1.57864 -0.16336
C -0.61731 -2.04127 -1.03579
C -0.59501 -3.57878 -1.19197
H 1.81641 -1.52659 -1.78708
H 2.60457 -1.69551 -0.22025
H 2.59813 -4.01271 -0.41359
H 1.86987 -3.86673 -2.01017
H 1.19207 -4.26940 1.50935
H -0.55814 -4.23472 1.31950
H 1.24967 -1.97606 1.74961
H -0.50196 -1.90655 1.64137
H -0.49848 -1.53644 -1.98962
H -1.54981 -1.69625 -0.59959
H -0.48616 -3.85735 -2.24067
H -1.51979 -4.02679 -0.82622


138
Properties=species:S:1:pos:R:3 method="wB97M-V/def2-TZVPD" fmax_ev_per_a=7.43 homo_lumo_gap_ev="8.77 / 6.04" total_charge=0 spin_multiplicity=2 s_squared=0.754 e_lumo_ev="-0.288 / -3.015"
Ag -0.97956 0.43147 -3.04562
C -0.21324 -0.11625 -0.47581
O -0.71326 -1.01184 -1.20207
O 0.02119 -0.23584 0.72812
O 0.04672 0.92008 -1.01965
C 0.87171 4.91547 2.75970
C 2.27889 5.22466 2.29605
O 3.01866 5.59993 3.46302
H 0.96832 4.21764 3.59145
H 0.23049 4.54787 1.95857
H 0.38875 5.81661 3.13758
H 2.39986 6.03221 1.57401
H 2.59636 4.26115 1.89736
H 3.73513 4.98313 3.62981
C -3.01868 0.66879 -5.93008
O -2.37061 0.68424 -4.89203
N -2.79558 1.29798 -7.07436
N -4.03529 -0.07934 -6.06272
H -3.62490 1.55672 -7.58952
H -2.06504 1.99079 -6.99412
H -4.17315 -0.64848 -5.23981
H -4.37506 -0.34733 -6.97531
C -4.13403 1.00569 -1.80474
O -3.03465 0.88270 -2.22412
N -4.35790 1.47114 -0.60988
N -5.17600 0.72625 -2.48255
H -5.29779 1.68228 -0.30638
H -3.53666 1.68048 -0.06047
H -5.06975 0.25813 -3.37118
H -6.02095 0.86707 -1.94743
C 5.57815 -1.27001 -1.01196
O 6.18431 -1.99800 -1.81715
N 4.31806 -1.33141 -0.82881
N 6.13756 -0.26164 -0.29219
H 3.84268 -0.76220 -0.14317
H 3.86259 -2.06091 -1.35841
H 7.08624 0.00814 -0.50970
H 5.56278 0.20623 0.39398
C 2.83679 5.92050 -3.36245
O 2.40654 6.87771 -3.94216
N 2.57487 5.57426 -2.17792
N 3.53393 5.03303 -3.98930
H 2.98601 4.77910 -1.71018
H 1.78033 6.02215 -1.74407
H 3.88874 5.25342 -4.90889
H 3.83633 4.25747 -3.41732
C -2.47574 -5.61554 -0.77915
O -3.61362 -5.34122 -1.15484
N -2.14286 -6.86002 -0.57598
N -1.52106 -4.73584 -0.62245
H -1.24635 -6.92029 -0.11474
H -2.81127 -7.58874 -0.78166
H -1.82603 -3.80934 -0.88453
H -0.57699 -5.05787 -0.46395
C 2.20091 1.05520 -4.26168
O 1.09466 0.64603 -3.97292
N 2.57525 1.52460 -5.39706
N 3.21103 1.08114 -3.41663
H 2.06818 1.31499 -6.24502
H 3.52044 1.88036 -5.38478
H 4.07126 1.50947 -3.72748
H 3.10958 0.84782 -2.43920
C 2.17639 -3.03517 1.20219
O 3.02313 -3.88982 1.41983
N 1.59666 -2.83874 0.04745
N 1.83626 -2.11166 2.02757
H 0.91909 -2.10712 -0.11295
H 1.98830 -3.24623 -0.78962
H 1.08246 -1.48031 1.79677
H 2.17425 -2.16214 2.97800
C -2.60994 -0.01466 5.27452
O -1.70114 0.79963 5.18313
N -3.71624 0.04074 4.54023
N -2.60894 -0.99233 6.10624
H -3.64484 0.77283 3.84810
H -4.45064 -0.61580 4.76319
H -1.88710 -0.98456 6.81264
H -3.27576 -1.74324 5.99853
C -0.35512 -2.68759 -4.22865
O -0.92096 -1.61908 -4.14580
N -0.18048 -3.39223 -5.31372
N 0.09992 -3.33837 -3.17277
H 0.46433 -4.16147 -5.20151
H -0.50932 -2.94096 -6.15534
H 0.01027 -2.87755 -2.27851
H 0.46903 -4.27841 -3.18646
C -3.42550 -2.01250 1.14308
O -4.34461 -2.59149 1.69661
N -3.18140 -1.84069 -0.12991
N -2.44731 -1.42314 1.79898
H -2.30928 -1.37322 -0.33235
H -3.81628 -2.19041 -0.83329
H -2.61044 -1.46567 2.79481
H -1.72907 -0.92923 1.28879
C -1.96479 2.51499 1.84436
O -2.78810 3.23560 2.39404
N -1.78128 2.47269 0.56618
N -1.18329 1.70758 2.41893
H -2.08196 3.25320 0.00005
H -1.13662 1.82007 0.14360
H -1.27005 1.80884 3.42008
H -0.61611 0.96403 2.03741
C 1.58928 -1.14832 5.27813
O 2.59810 -1.63901 4.80064
N 0.75419 -0.46345 4.55416
N 1.27762 -1.17840 6.55273
H -0.05027 0.04183 4.89712
H 0.99803 -0.35346 3.58023
H 0.44169 -0.76743 6.94314
H 1.85832 -1.74093 7.15807
C 3.31827 1.28908 1.01212
O 4.48901 1.51064 1.31288
N 2.76690 1.57683 -0.09300
N 2.35537 0.98806 1.87548
H 3.20469 2.22595 -0.73104
H 1.80472 1.30662 -0.23894
H 2.63223 0.72183 2.80959
H 1.48729 0.67013 1.46869
C -0.50589 3.72224 -3.02402
O -0.74354 2.67606 -3.65491
N 0.00282 3.69219 -1.84064
N -0.69730 4.93901 -3.39808
H 0.16102 2.80805 -1.37871
H -0.01273 4.57859 -1.35673
H -0.58349 5.67292 -2.71358
H -1.28404 4.98887 -4.21866
C -0.72142 -4.47015 2.73757
C -0.02350 -4.11830 4.08626
C -0.89330 -3.78116 5.21978
O 0.67770 -5.18075 4.52403
H -1.52597 -5.17659 2.94186
H 0.05028 -4.88538 2.08936
H -1.17566 -3.63231 2.20863
H 0.65447 -3.28025 3.92461
H -0.24832 -3.50088 6.05257
H -1.65524 -4.53307 5.42516
H -1.35319 -2.84553 4.90167
H 1.44108 -5.22190 3.94338


10
Properties=species:S:1:pos:R:3 method="wB97M-V/def2-TZVPD" fmax_ev_per_a=0.58 de_lowest_kj_mol=53.6 homo_lumo_gap_ev=10.77 total_charge=0 e_lumo_ev=0.576
N 1.76078 -0.02132 -0.21581
C 0.61275 -0.29307 0.48704
O 0.53687 -1.08386 1.39343
N -0.47780 0.52250 0.06312
C -1.75846 0.03154 -0.09345
O -2.05552 -1.13650 -0.07073
H 2.51180 -0.67629 -0.05449
H 1.67626 0.32486 -1.15867
H -0.29995 1.50589 -0.08043
H -2.50675 0.82624 -0.27001


75
Properties=species:S:1:pos:R:3 method="wB97M-V/def2-TZVPD" fmax_ev_per_a=0.20 de_lowest_kj_mol=10.0 homo_lumo_gap_ev=6.58 total_charge=+1 e_lumo_ev=-3.105
Zn 0.33933 -0.73776 -0.17564
N 2.98058 -4.04678 -0.24828
C 2.50776 -2.98469 -0.89776
N 1.54342 -2.45121 -0.17388
C 1.47651 -3.24902 0.92986
N 2.33622 -4.23407 0.92050
C 0.49926 -2.93995 1.97527
C 0.30047 -3.69707 3.11925
N -0.60955 -3.34696 4.02062
C -1.31578 -2.25044 3.77912
C -1.12428 -1.48465 2.63315
N -0.21326 -1.83721 1.73682
H 3.71774 -4.67630 -0.52381
H 2.85778 -2.63345 -1.85455
H 0.88292 -4.59090 3.30391
H -2.05782 -1.96599 4.51404
H -1.69674 -0.58942 2.42595
S -1.60727 0.51639 -0.23218
C -0.62084 1.97413 -0.42281
N -1.03805 3.06110 -1.01392
N -2.19899 3.05970 -1.58890
C -2.67037 4.18031 -2.29895
C -1.97827 5.38501 -2.29584
C -2.49181 6.45382 -3.01233
C -3.67739 6.32852 -3.72404
C -4.35622 5.11811 -3.71949
C -3.85646 4.03866 -3.00973
N 0.68516 2.08684 -0.00604
N 1.26626 1.03492 0.34934
C 2.63261 1.17049 0.72385
C 3.41836 2.23494 0.29525
C 4.74825 2.28670 0.67621
C 5.29333 1.29088 1.47814
C 4.50313 0.23263 1.90323
C 3.17248 0.16833 1.52040
H -2.74800 2.20110 -1.61781
H -1.05915 5.47580 -1.73541
H -1.96022 7.39619 -3.01034
H -4.07078 7.17046 -4.27709
H -5.28024 5.01040 -4.27174
H -4.37387 3.08677 -3.01316
H 2.98174 3.00038 -0.33022
H 5.36645 3.10983 0.34370
H 6.33268 1.34267 1.77315
H 4.91958 -0.53637 2.54041
H 2.53649 -0.63850 1.86661
C 1.17042 -0.03257 -8.00345
C -0.18665 0.42831 -7.48389
C -0.10444 1.11987 -6.13014
N 0.47817 0.25958 -5.09391
C 0.06248 0.05189 -3.85112
S 1.20777 -0.42524 -2.68077
N -1.22045 0.28623 -3.48909
C -2.44443 0.22420 -4.18904
O -3.36701 0.88263 -3.77357
C -2.56147 -0.72575 -5.32340
C -3.45777 -0.41941 -6.34338
C -3.62197 -1.29712 -7.40148
C -2.91468 -2.49284 -7.42616
C -2.04093 -2.81148 -6.39515
C -1.85516 -1.92444 -5.34644
H 1.08241 -0.42683 -9.01474
H 1.59065 -0.83221 -7.38892
H 1.88744 0.79098 -8.03127
H -0.87314 -0.41678 -7.42153
H -0.62664 1.14298 -8.18272
H -1.08257 1.46047 -5.80399
H 0.53310 2.00601 -6.20345
H 1.44344 0.00162 -5.23677
H -1.36605 0.41495 -2.48217
H -4.01662 0.50609 -6.29335
H -4.30916 -1.05676 -8.20134
H -3.05163 -3.18279 -8.24835
H -1.50787 -3.75275 -6.40745
H -1.18235 -2.17924 -4.53650


30
Properties=species:S:1:pos:R:3 method="wB97M-V/def2-TZVPD" fmax_ev_per_a=2.42 homo_lumo_gap_ev="5.07 / 6.01" total_charge=-2 spin_multiplicity=6 s_squared=8.806 e_lumo_ev="5.153 / 5.150"
Mn 0.48806 -0.45524 -1.83901
Cl 0.99439 -1.88100 -3.53735
C 2.26075 0.15862 -1.33935
C -1.45402 -0.44735 -1.86634
H 2.66652 0.71943 -2.19224
H 2.23179 0.77084 -0.42781
H 2.80900 -0.77969 -1.17620
H -1.77489 0.11542 -2.75505
H -1.84115 -0.00356 -0.93956
H -1.71665 -1.51184 -1.95243
Cu -0.06434 1.91638 -0.45291
C 0.33838 -1.52900 -0.24707
C 0.23254 1.61674 -2.33328
H -0.18157 -2.44455 -0.57588
H 1.35001 -1.75797 0.11825
H -0.24775 -0.98967 0.51310
H -0.64499 1.79729 -2.98650
H 1.16715 2.05641 -2.73695
S -0.46457 2.80048 1.47229
C -0.28412 1.55624 2.62045
C 0.91546 0.81647 2.73633
C 1.02457 -0.19619 3.68604
C -0.03840 -0.46492 4.55674
C -1.22298 0.27914 4.46706
C -1.34985 1.27928 3.51237
H 1.73482 1.04124 2.05506
H 1.94681 -0.77458 3.75108
H 0.05615 -1.25001 5.30653
H -2.04884 0.08116 5.15145
H -2.26526 1.85875 3.41247


109
Properties=species:S:1:pos:R:3 method="wB97M-V/def2-TZVPD" fmax_ev_per_a=0.70 de_lowest_kj_mol=261.4 homo_lumo_gap_ev="7.05 / 6.47" total_charge=0 spin_multiplicity=2 s_squared=0.755 e_lumo_ev="-0.631 / -1.213"
In -0.45831 -0.35440 -0.98810
C -0.69518 3.59528 -3.21892
O -1.60310 3.04252 -4.17312
C -2.61842 2.23541 -3.76769
C -3.78361 2.32684 -4.49929
C -4.88850 1.50525 -4.25923
C -4.81320 0.58385 -3.25107
C -3.63196 0.44855 -2.49154
C -3.66854 -0.53494 -1.45274
N -2.67604 -0.90220 -0.72094
N -2.99698 -1.75367 0.35800
C -1.83285 -2.32553 0.84604
O -0.76920 -2.26761 0.22837
C -2.00049 -2.91039 2.15706
C -1.34796 -2.18762 3.29236
C -2.27191 -2.42906 4.54172
C -2.89002 -3.76638 4.70836
C -3.50614 -4.22000 3.62555
C -3.41733 -3.32543 2.43122
C -2.49713 1.26382 -2.73574
O -1.35981 1.13152 -2.10901
H -0.26447 4.46953 -3.70204
H 0.09016 2.88593 -2.96542
H -1.21987 3.90895 -2.31419
H -3.80512 3.06810 -5.28849
H -5.78222 1.60723 -4.85818
H -5.65158 -0.06577 -3.02894
H -4.63813 -0.99494 -1.26347
H -0.26957 -2.32482 3.36105
H -1.79094 -2.04577 5.43873
H -2.84530 -4.30575 5.64509
H -4.01648 -5.17151 3.56400
H -3.89353 -3.75598 1.55271
C 2.15507 1.98737 5.91576
C 1.76818 1.45431 4.56287
C 2.60644 0.61873 3.83778
C 2.25978 0.09138 2.59725
C 3.17868 -0.91169 1.97550
O 2.76032 -1.95907 1.53143
C 4.65068 -0.61226 1.95738
C 5.13730 0.69119 1.98860
C 6.50131 0.92695 1.90622
C 7.38417 -0.13913 1.80539
C 6.90238 -1.44168 1.77581
C 5.53879 -1.67662 1.84315
C 1.02417 0.42058 1.99467
O 0.72429 -0.02460 0.79947
C 0.17716 1.26788 2.74240
C 0.54074 1.75762 3.98622
C -1.16607 1.50414 2.15394
N -1.51757 2.50015 1.45227
C -0.55332 3.58456 1.28042
C 0.40308 3.30062 0.12736
Te 1.47820 5.10641 -0.29745
C 3.08908 4.22195 -1.31975
C 4.28041 3.97307 -0.64223
C 5.36014 3.41133 -1.31006
C 5.25597 3.09256 -2.65593
C 4.07174 3.33710 -3.33481
C 2.99345 3.90501 -2.67142
C -2.11519 0.35544 2.31272
C -3.21413 0.28351 1.56912
C -3.87216 -1.05753 1.41297
C -3.98558 -1.89679 2.72303
C -3.17628 -1.31610 3.91028
C -1.89091 -0.68341 3.37312
H 3.21869 1.84051 6.10326
H 1.60883 1.48715 6.71908
H 1.94822 3.05579 5.99705
H 3.57135 0.35145 4.25585
H 4.44470 1.52090 2.05291
H 6.87466 1.94337 1.91792
H 8.44952 0.04501 1.74476
H 7.59178 -2.27217 1.69394
H 5.13919 -2.68114 1.79541
H -0.15891 2.39615 4.51976
H 0.03138 3.75093 2.18918
H -1.12883 4.49306 1.08843
H -0.13676 2.98536 -0.76304
H 1.13193 2.53953 0.40025
H 4.36037 4.21513 0.41042
H 6.28099 3.21409 -0.77564
H 6.09426 2.64397 -3.17320
H 3.98097 3.07791 -4.38163
H 2.07527 4.10151 -3.21055
H -3.46398 1.09554 0.89877
H -4.85842 -0.97832 0.96191
H -5.04030 -1.97593 2.98788
H -3.79131 -0.71524 4.57799
H -1.32935 -0.22749 4.18940
Cl 3.60606 0.42367 -1.11302
Ge 1.94074 -0.70992 -1.85959
Cl 2.59435 -2.77957 -1.81267
Cl 1.96544 -0.24213 -4.02897
N -2.24761 -5.80450 -5.75818
C -2.83437 -4.60554 -5.61338
S -4.23045 -4.18426 -6.36286
C -2.12601 -3.68522 -4.67276
C -1.50091 -4.16468 -3.52705
C -0.89302 -3.26722 -2.66747
N -0.85785 -1.95544 -2.90682
C -1.41562 -1.50228 -4.03257
C -2.07786 -2.32195 -4.92689
H -2.65940 -6.46360 -6.39762
H -1.31376 -5.97382 -5.42440
H -1.51397 -5.21474 -3.26627
H -0.41059 -3.60568 -1.75980
H -1.31066 -0.44201 -4.22491
H -2.54541 -1.91220 -5.81059


45
Properties=species:S:1:pos:R:3 method="wB97M-V/def2-TZVPD" fmax_ev_per_a=0.48 homo_lumo_gap_ev=10.19 total_charge=0 e_lumo_ev=0.127
N 2.13589 -5.33724 -1.46408
C 2.21900 -4.55524 -2.29702
C 2.32589 -3.55327 -3.37071
Cl 2.98309 -4.33980 -4.83558
C 0.96789 -2.86514 -3.69327
C 0.81030 -1.65708 -2.85657
N 0.73925 -0.70034 -2.23015
C -0.24417 -3.81008 -3.58094
O -1.44058 -3.02639 -3.64446
C -2.29404 -3.18427 -2.61589
F -1.70712 -2.97959 -1.42572
F -2.81659 -4.41883 -2.57668
F -3.27047 -2.31731 -2.75943
H 3.05355 -2.79689 -3.06275
H 1.02958 -2.52312 -4.73424
H -0.25520 -4.48755 -4.44018
H -0.20875 -4.40414 -2.66507
O -2.52917 -0.75288 3.48383
C -2.63100 -0.41324 2.33551
O -1.50865 -0.26577 1.60503
C -1.52195 0.03839 0.20184
C -1.66836 1.52244 -0.05859
C -3.97453 -0.09896 1.71673
H -2.28860 -0.54589 -0.30656
H -0.55909 -0.30357 -0.16734
H -2.61948 1.90959 0.30933
H -1.60842 1.71839 -1.12949
H -0.86527 2.07089 0.43458
H -4.23399 0.92768 1.97577
H -4.71157 -0.75950 2.16568
H -4.01303 -0.20477 0.63657
O 2.82718 5.07985 0.46682
C 2.67932 4.60814 1.56116
O 2.82442 3.27480 1.71238
C 2.75733 2.62097 2.98587
C 1.33204 2.33794 3.40670
C 2.28036 5.45877 2.74594
H 3.30410 3.19059 3.73816
H 3.29864 1.68820 2.83570
H 0.76269 3.25709 3.55054
H 1.31719 1.77798 4.34198
H 0.82514 1.74433 2.64551
H 1.19776 5.58457 2.72209
H 2.73888 6.43634 2.62329
H 2.56056 5.05392 3.71371